DFT (wB97M-V/def2-TZVPD) results for the ion C5H7N2 with charge +1 at a distorted geometry.

Each line ends with the Löwdin charge.
CARTESIAN COORDINATES (ANGSTROEM)
C1 0.311007 -0.429978 0.144382  -0.059
C2 -0.553472 -0.295699 -0.970497  0.263
C3 -0.276489 -1.568135 -0.394992  -0.021
C4 -0.658294 -2.970585 -0.373326  0.027
C5 0.729245 2.880158 0.820483  -0.078
N1 0.815760 0.585890 0.902229  0.106
N2 0.395946 1.618370 0.284444  -0.020
H1 -0.874209 0.161637 -1.808339  0.103
H2 -1.695555 -3.098101 -0.118268  0.120
H3 -0.271713 -3.578951 0.358705  0.077
H4 -0.438572 -3.188600 -1.392526  0.109
H5 -0.137273 3.523848 0.891113  0.091
H6 1.457566 2.855872 1.729203  0.129
H7 1.196052 3.504274 -0.072611  0.152

Atomic forces in eV per Å
-3.4080 0.1679 -3.3698
3.7529 -5.5447 4.0120
-0.8650 2.6373 0.9095
-0.5448 1.4779 -0.8935
3.0305 1.3286 -0.1273
0.7724 1.9233 0.3611
0.3438 -0.0062 0.9665
-1.4754 1.7443 -2.3050
-0.9363 0.5260 -0.6743
2.0539 -1.2074 1.3506
-0.1697 -1.4364 -0.7672
-0.6499 -0.2638 0.6057
-1.5501 0.1553 -1.5492
-0.3543 -1.5021 1.4810

Calculated values
Net charge ... +1
Frontier orbital gap ... 9.1 eV
HOMO energy ... -14.88 eV
Energy relative to the best compared isomer or geometry (same formula, charge and spin) ... 656.9 kJ/mol

=====

DFT (wB97M-V/def2-TZVPD) results for the molecule CClN3O6 at a distorted geometry.

Each line ends with the Löwdin charge.
CARTESIAN COORDINATES (ANGSTROEM)
C1 0.323457 -0.063738 0.016827  -0.010
N1 0.159429 1.484179 0.206509  -0.332
N2 -0.698486 -0.747489 -0.324797  -0.264
N3 1.652221 -0.631759 0.294382  -0.310
O1 -0.499317 1.741490 1.164514  0.139
O2 0.603665 2.195696 -0.653779  0.142
O3 -1.725655 -0.040738 -1.031152  -0.451
O4 -0.929466 -1.911344 -0.081200  0.080
O5 2.563351 0.167263 0.415509  0.117
O6 1.759686 -1.844556 0.272481  0.126
Cl1 -3.208886 -0.349009 -0.279292  0.763

Atomic forces in eV per Å
1.6391 2.8184 0.2607
0.2222 -2.1443 -1.8401
-1.4341 -2.3562 0.8277
0.2138 -0.6589 -0.5482
-0.2316 0.6469 0.8317
0.0330 0.0331 0.4929
0.2035 0.6512 0.3677
0.3323 0.1975 -0.5616
-0.8230 -0.0549 0.2261
-0.2840 0.7926 0.1571
0.1287 0.0747 -0.2140

Calculated values
Frontier orbital gap (alpha / beta) ... 9.1 / 9.1 eV
HOMO energy (alpha / beta) ... -11.23 / -11.23 eV
Energy relative to the best compared isomer or geometry (same formula, charge and spin) ... 128.9 kJ/mol

=====

DFT (wB97M-V/def2-TZVPD) results for the molecule C4H5FO at a distorted geometry.

Each line ends with the Löwdin charge.
CARTESIAN COORDINATES (ANGSTROEM)
C1 0.392383 1.397584 0.102756  0.084
C2 -1.549280 -0.065852 0.234415  -0.216
C3 -0.095069 0.207175 0.054807  -0.194
C4 0.873119 -1.122825 -0.241037  -0.103
O1 -1.976630 -1.218089 0.314415  0.027
F1 1.994345 -0.689959 0.404837  -0.048
H1 1.349568 1.582800 0.274725  0.035
H2 -0.300231 2.212249 0.116754  0.078
H3 -2.257241 0.816384 0.219624  0.132
H4 0.561339 -2.139626 -0.185864  0.104
H5 1.007695 -0.979843 -1.295428  0.102

Atomic forces in eV per Å
-3.0217 1.0534 0.1084
-0.6424 -1.4245 -0.9266
-1.0976 -5.3698 -0.4548
-1.7642 4.7664 -0.4151
0.5061 1.9835 0.0684
1.3463 -1.3156 0.3994
4.1968 0.8676 0.0306
-0.2814 0.5442 0.2637
0.5480 -0.5416 0.2569
-0.3276 -0.5838 1.4867
0.5377 0.0201 -0.8176

Calculated values
Frontier orbital gap ... 10.3 eV
HOMO energy ... -10.11 eV
Energy relative to the best compared isomer or geometry (same formula, charge and spin) ... 134.6 kJ/mol

=====

DFT (wB97M-V/def2-TZVPD) results for a cluster of 2 separate species, C5H7Cl in total at a distorted geometry.

Each line ends with the Löwdin charge.
CARTESIAN COORDINATES (ANGSTROEM)
C1 0.259819 -1.923471 -0.990382  -0.066
C2 0.668514 -1.756478 -2.226934  -0.669
C3 0.029372 1.912170 1.969061  -0.241
C4 -0.827667 1.261213 0.897772  -0.187
C5 0.404059 0.549931 1.449846  0.119
Cl1 -0.187040 -1.704568 -3.708504  0.597
H1 -0.858459 -1.952981 -0.766204  0.089
H2 1.605742 -1.752325 -2.578355  -0.010
H3 0.710740 2.851332 1.784541  0.146
H4 -0.274085 2.040106 2.900679  0.025
H5 -1.716987 0.784143 1.385164  0.125
H6 -0.671024 1.675705 0.009488  0.042
H7 0.857017 -1.984776 -0.126171  0.029

Atomic forces in eV per Å
-3.3252 0.2123 -0.4014
-1.6672 -0.4769 0.7076
2.5209 0.9973 -4.3809
0.5935 -1.5894 5.8760
-0.3632 1.0473 0.1320
-1.4477 0.1216 -0.3420
1.5739 -0.0023 -0.4419
3.8273 0.1465 -0.0742
-1.0840 -2.1238 -0.3071
-1.5911 -0.0515 4.2058
0.3694 0.5485 -1.4781
-0.4432 1.1459 -4.0395
1.0366 0.0244 0.5438

Calculated values
Frontier orbital gap ... 8.7 eV
HOMO energy ... -9.22 eV
Energy relative to the best compared isomer or geometry (same formula, charge and spin) ... 606.6 kJ/mol

=====

DFT (wB97M-V/def2-TZVPD) results for the molecule C4H6N2S.

Each line ends with the Löwdin charge.
CARTESIAN COORDINATES (ANGSTROEM)
C1 -1.260804 0.557690 -1.207891  -0.055
C2 -0.055260 -0.204990 -0.725883  -0.364
C3 1.344060 0.059380 1.451546  -0.481
C4 -0.747336 0.747615 0.205969  -0.538
H1 -1.057522 1.253505 -2.018591  0.101
H2 -2.264202 0.122026 -1.250800  0.107
H3 0.847783 0.242736 -1.138922  0.132
H4 0.564510 -2.197158 -0.504154  0.108
H5 2.141922 0.137107 2.182121  0.062
H6 -1.392357 0.203870 0.897681  0.107
N1 0.200110 -1.416938 0.002819  -0.040
N2 1.146881 -1.117477 0.992067  -0.029
S1 0.532215 1.612636 1.114038  0.890

Atomic forces in eV per Å
-0.2652 -0.1698 0.0231
-0.0543 -0.1721 0.1696
0.0171 -0.4858 -0.3164
0.1170 0.0442 0.1282
0.0631 -0.0743 0.2457
0.4502 0.0994 0.0939
-0.0080 -0.1094 -0.0216
0.1473 -0.3211 -0.3361
-0.0939 0.0268 0.0973
0.2064 0.2006 -0.1519
-0.3702 0.7115 0.0183
0.2708 0.1053 0.2535
-0.4804 0.1447 -0.2037

Calculated values
Frontier orbital gap ... 9.2 eV
HOMO energy ... -8.30 eV
Energy relative to the best compared isomer or geometry (same formula, charge and spin) ... 333.0 kJ/mol

=====

DFT (wB97M-V/def2-TZVPD) results for a structure of composition C3H5IO2S at a distorted geometry.

Each line ends with the Löwdin charge.
CARTESIAN COORDINATES (ANGSTROEM)
C1 -1.028402 -0.963556 0.196179  -0.131
C2 -1.506324 0.484103 0.295082  -0.123
C3 -0.334533 0.103000 -0.515695  -0.374
O1 1.597672 1.984288 -0.125018  -0.442
O2 2.248317 -0.394812 -0.535054  -1.084
S1 1.239046 0.721505 0.354534  0.839
I1 4.122255 -0.654580 0.013183  0.873
H1 -0.633236 -1.379999 1.027461  0.065
H2 -1.582998 -1.735236 -0.230862  0.092
H3 -2.438988 0.665411 -0.082538  0.079
H4 -1.412359 0.907842 1.211579  0.066
H5 -0.270450 0.262034 -1.608853  0.139

Atomic forces in eV per Å
-0.8606 1.4304 -0.7870
0.6121 -2.5197 -0.8442
2.3162 1.4332 -0.7683
0.5958 3.7127 -1.3006
-1.2460 0.4276 0.4661
-0.6744 -4.9476 0.0574
-0.1041 0.1665 0.1528
1.8003 -0.7537 2.7538
-1.0785 -0.5978 -1.5221
-1.9540 0.6414 -1.5841
0.7706 1.3326 2.6067
-0.1775 -0.3255 0.7696

Calculated values
Frontier orbital gap ... 8.7 eV
HOMO energy ... -9.54 eV
Energy relative to the best compared isomer or geometry (same formula, charge and spin) ... 145.2 kJ/mol

=====

- energy relative to the best compared isomer or geometry (same formula, charge and spin) of number 3 (C4H5FO)?
  134.6 kJ/mol

=====

- What is the formula in the sixth record?
  C3H5IO2S